1.
The following is a DFT calculation (the ωB97M-V functional and the def2-TZVPD basis) of a structure of composition C9H21N3O3Sn at a distorted geometry.

Geometry (Å):
Sn  -0.48  1.75  -0.92
C  3.04  -1.61  -2.63
C  2.33  -0.33  -2.91
O  1.63  0.25  -2.03
N  2.39  0.23  -4.12
C  2.81  -0.39  -5.39
H  3.95  -1.34  -2.09
H  3.30  -2.14  -3.54
H  2.44  -2.32  -2.06
H  1.98  1.14  -4.20
H  2.55  -1.44  -5.35
H  3.88  -0.31  -5.60
H  2.35  0.18  -6.19
C  -3.89  3.32  1.89
C  -3.29  1.96  1.68
O  -2.08  1.88  1.34
N  -4.07  0.89  1.68
C  -3.64  -0.48  1.54
H  -4.94  3.31  2.18
H  -3.69  3.93  1.02
H  -3.32  3.75  2.71
H  -5.07  1.01  1.80
H  -4.31  -1.00  0.85
H  -3.69  -1.07  2.46
H  -2.62  -0.54  1.17
C  2.48  -1.41  1.07
C  1.25  -0.69  1.55
O  0.81  0.27  0.87
N  0.79  -0.97  2.76
C  -0.35  -0.43  3.45
H  3.06  -1.73  1.94
H  3.03  -0.74  0.42
H  2.14  -2.27  0.49
H  1.17  -1.84  3.13
H  0.01  0.02  4.38
H  -1.07  -1.19  3.73
H  -0.89  0.36  2.93

The calculation puts the frontier orbital gap at 6.39 eV. As for the total charge: +2. As for the spin multiplicity: 1. The molar mass is 337.996 g mol⁻¹. The energy above the lowest of the compared OMol25 structures with the same formula, charge and spin is 0.726 eV.

2.
The following is a DFT calculation (the ωB97M-V functional and the def2-TZVPD basis) of a structure of composition C9H21N3O3Tl.

Geometry (Å):
Tl  -1.56  -0.52  -0.14
C  0.51  -1.57  -4.67
C  -0.85  -1.49  -4.06
O  -1.07  -1.51  -2.85
N  -1.91  -1.26  -4.92
C  -3.30  -1.20  -4.57
H  0.65  -0.81  -5.44
H  0.69  -2.55  -5.13
H  1.25  -1.49  -3.87
H  -1.70  -1.38  -5.91
H  -3.50  -1.92  -3.77
H  -3.90  -1.35  -5.46
H  -3.50  -0.21  -4.11
C  -0.88  4.08  0.38
C  0.17  3.06  0.69
O  0.05  1.85  0.42
N  1.30  3.49  1.32
C  2.39  2.67  1.69
H  -1.75  3.93  1.02
H  -1.21  3.97  -0.65
H  -0.53  5.10  0.52
H  1.30  4.47  1.59
H  2.54  2.73  2.78
H  3.30  3.05  1.20
H  2.18  1.65  1.40
C  0.91  -0.09  4.16
C  0.64  -1.27  3.24
O  0.09  -1.09  2.14
N  0.98  -2.49  3.68
C  0.66  -3.75  3.03
H  1.86  0.35  3.84
H  1.03  -0.39  5.20
H  0.12  0.64  4.04
H  1.32  -2.54  4.64
H  0.32  -4.46  3.78
H  1.53  -4.09  2.46
H  -0.17  -3.60  2.34

The calculation puts the frontier orbital gap at 1.96 eV. As for the total charge: +3. As for the spin multiplicity: 1. The molar mass is 423.668 g mol⁻¹. The energy above the lowest of the compared OMol25 structures with the same formula, charge and spin is 0.000 eV.